ORCA calculation (wB97M-V/def2-TZVPD) on a structure of composition C23H55N9O16S in a non-equilibrium geometry.

Structure (XYZ):
```
104
Properties=species:S:1:pos:R:3:forces:R:3
H -24.011080 -13.848190 9.080500 0.269 -3.296 3.128
H -25.938520 -10.960960 8.390730 -0.569 0.886 -1.816
H -25.109910 -10.645440 6.822800 -1.050 0.607 -0.318
H -25.503020 -6.784750 11.631410 -0.252 -0.078 0.201
N -26.236590 -14.170200 7.079450 1.868 -0.223 0.354
O -27.270850 -8.777920 13.139290 -2.289 0.232 1.061
C -24.875690 -13.702780 7.441730 -1.235 -0.310 -1.865
C -23.721600 -14.714320 9.675590 -0.049 -2.526 4.101
C -25.201730 -12.103000 9.796880 0.259 -1.134 0.163
O -23.562950 -10.177270 9.554690 -3.931 11.637 8.817
H -29.744090 -12.594290 11.192030 0.014 -0.009 0.241
C -29.611100 -13.609520 10.818240 0.633 -0.074 -1.079
C -27.203780 -13.250970 6.984440 -0.759 -3.148 -1.759
H -26.860210 -12.106330 12.642870 -2.176 -1.059 0.054
C -28.211930 -14.878630 12.498610 -1.167 1.529 -1.184
C -27.603520 -11.681630 13.317580 -1.078 -0.756 0.770
O -23.573090 -10.976170 7.966170 2.878 -5.309 -5.830
H -28.528600 -11.285280 12.898990 0.563 0.699 -0.412
C -25.552700 -10.199200 7.713260 -2.892 2.043 0.139
H -24.862790 -14.764000 16.175640 -0.209 0.058 -0.422
C -25.453220 -16.172580 10.622720 -2.895 -2.937 1.123
O -23.496520 -12.190420 11.422030 -3.732 -0.294 -3.818
H -25.657880 -15.712550 14.374130 0.131 0.725 0.570
C -24.425520 -16.584050 8.385490 -0.301 -1.109 0.806
S -24.224440 -8.789600 9.728370 0.468 1.133 0.864
O -23.780910 -7.771720 8.736120 -0.423 -2.826 3.321
H -25.044900 -11.102620 9.393460 -0.152 -1.489 1.539
N -21.919340 -9.264560 12.932560 -2.514 -5.017 4.316
N -24.611980 -15.883480 9.644370 2.001 0.799 -1.761
H -21.110630 -11.961150 9.565600 0.683 0.651 0.078
O -21.620620 -9.811250 14.043690 0.492 2.343 -2.251
H -24.108340 -13.193780 16.271080 0.067 0.245 -0.486
C -21.501030 -11.117540 8.996390 -0.667 -0.828 -0.122
O -27.075040 -12.104030 7.233450 -0.600 2.305 0.731
C -25.375030 -7.845290 11.848160 0.998 -0.142 0.119
O -24.122140 -8.258450 11.282730 0.031 3.178 -4.846
N -24.744650 -12.099570 11.177560 1.461 3.144 -0.827
H -25.569080 -16.053730 6.143490 0.017 1.048 -1.052
N -22.844990 -11.701520 8.576850 4.557 0.818 -3.527
H -25.331020 -12.284240 14.239720 -0.349 0.666 0.289
H -24.863170 -12.723210 7.919640 -0.829 -0.419 -2.232
H -23.664300 -14.411080 10.720990 0.187 0.072 -0.035
C -24.068290 -14.150640 15.750600 0.618 -0.045 -0.062
H -23.985400 -13.030230 12.546540 0.903 -1.189 2.335
H -27.422280 -13.231870 9.539150 -0.606 -0.429 -0.115
H -21.830040 -10.219910 9.519940 1.360 -0.525 0.122
H -27.294270 -8.150750 11.204770 -0.294 -1.112 -0.744
H -25.320040 -7.600320 7.774740 -0.835 0.393 -0.121
H -28.123040 -13.677320 6.553890 -0.313 -0.088 0.128
H -27.918330 -10.183300 8.691580 -0.169 -0.012 0.351
O -28.599290 -8.277460 8.399170 1.574 -0.855 -0.024
C -23.597150 -13.048270 13.576660 0.453 -0.867 2.028
H -24.492770 -12.818160 9.379730 -1.994 2.140 1.076
H -25.395150 -15.477040 11.474230 0.676 -1.459 -0.686
H -25.187620 -8.063440 12.899530 -0.357 0.504 -0.159
H -30.469350 -14.220530 11.097830 0.340 -0.200 0.130
C -25.790410 -11.479300 14.813430 -0.117 -0.721 1.407
H -23.470240 -17.108110 8.354970 0.161 0.036 0.148
N -26.760460 -10.799970 14.045470 -0.428 1.051 -0.097
H -23.419520 -10.892310 12.831780 1.485 1.039 0.552
H -26.190290 -12.515010 9.594170 1.114 1.685 0.378
C -24.999270 -15.167410 13.698000 0.863 1.589 -0.595
H -29.563270 -13.565660 9.730170 -0.627 0.278 -0.112
H -28.650340 -14.148950 13.179390 -0.038 -0.122 0.294
H -27.212630 -15.091390 12.878370 -0.579 -0.322 -0.817
O -26.113580 -13.983560 10.868080 1.878 -0.103 1.148
O -23.047360 -12.858190 8.804200 4.510 1.543 -1.069
H -24.511970 -15.871980 7.564770 0.887 -0.889 0.575
N -24.169350 -14.060400 14.266160 -0.581 -1.958 3.294
C -27.750390 -9.173600 8.285980 -1.703 -0.457 -0.431
H -24.711580 -9.842580 8.307770 -1.837 1.057 -2.153
H -23.895920 -9.327510 12.243270 1.590 -2.002 0.375
H -25.049730 -10.803580 15.241090 0.031 -0.139 -0.194
H -26.307390 -9.791500 11.485410 -0.895 0.570 0.505
H -24.362430 -14.277840 8.212410 -2.208 -0.758 -3.110
C -26.383330 -8.748690 11.177400 0.906 0.621 0.252
H -25.561060 -8.190530 6.241370 -0.051 0.607 -0.670
C -23.064260 -10.031750 12.264920 1.416 -0.522 2.331
H -25.239720 -17.306990 8.335450 0.390 -0.333 -0.197
C -26.702010 -9.496620 13.926110 0.552 1.035 1.017
O -22.820450 -12.213570 14.078280 -1.506 -2.150 -0.840
H -28.922960 -15.702260 12.434010 0.577 -0.364 0.187
H -24.387890 -15.959430 13.265530 0.102 0.254 -0.345
H -22.693840 -14.946250 9.396250 -0.102 -0.501 -0.245
C -27.204570 -13.798880 10.457470 -4.720 -0.507 1.041
H -26.730480 -7.013600 6.904360 -0.826 -0.843 0.171
O -25.899340 -8.830000 9.858900 3.034 0.242 -2.101
O -26.366040 -17.077360 10.622180 2.711 2.269 -0.448
H -20.969260 -10.813420 8.094820 0.035 -0.460 0.027
H -23.148600 -14.630630 16.085080 0.248 0.046 -0.212
H -27.992200 -12.369930 14.068100 0.199 -0.499 -0.027
H -22.581720 -10.397370 11.358500 -0.679 0.832 0.214
O -21.505040 -8.271710 12.469580 1.386 2.029 -1.012
C -26.137710 -7.902460 7.120350 2.381 0.394 -1.221
H -25.605520 -14.611290 12.982950 0.149 -0.713 -0.273
H -26.226400 -16.200630 7.595460 -1.190 0.699 0.008
H -24.249110 -13.824460 6.558170 0.139 0.702 -0.268
N -28.310000 -14.180320 11.149170 0.471 -0.543 1.097
O -25.551920 -11.649890 11.990820 3.006 -0.357 -0.796
H -27.333800 -15.859640 6.342030 -0.041 0.601 -0.402
C -26.354690 -15.564740 6.719510 -1.400 -1.247 0.926
N -26.629670 -9.169680 7.552440 -0.165 -0.277 -0.356
H -26.014170 -9.034350 14.650930 0.299 -0.170 0.129
H -26.364970 -11.947730 15.612510 0.353 -0.315 0.514
```
Positions in Å, forces in eV/Å.

Calculated values
E_LUMO   -1.04 eV
HOMO-LUMO gap   7.5453 eV
E_HOMO   -8.6 eV

Here are the Mulliken charges for atoms 1 to 4, given in e: number 1, H, carries 1.8230; number 2, H, carries -0.5983; number 3, H, carries 0.2443; number 4, H, carries 0.2683